w | {
  "formula": "C4H9NO3",
  "method": "ωB97M-V/def2-TZVPD",
  "homo_lumo_gap_ha": [0.282, 0.278],
  "homo_ev": [-7.152, -7.067],
  "charge": 0,
  "lumo_ev": [0.5, 0.5],
  "species": ["C", "C", "C", "C", "N", "O", "O", "O", "H", "H", "H", "H", "H", "H", "H", "H", "H"],
  "xyz": [[0.868, 0.917, -0.649], [-1.317, 0.301, -1.347], [0.673, 1.506, 0.710], [0.523, -1.995, -0.045], [0.390, -1.806, 1.288], [-0.077, 0.644, -1.505], [-2.035, 0.629, -0.212], [1.510, -2.429, -0.582], [-2.773, 1.231, -0.414], [1.847, 0.919, -1.102], [1.215, -1.876, 1.866], [-0.425, -1.368, 1.676], [-1.854, 0.132, -2.267], [-0.433, -1.780, -0.606], [-0.278, 1.182, 1.137], [1.485, 1.188, 1.368], [0.679, 2.604, 0.684]]
}

***

x | {
  "formula": "C4H9NO3",
  "method": "ωB97M-V/def2-TZVPD",
  "homo_lumo_gap_ha": 0.379,
  "homo_ev": -9.833,
  "smiles": "O=CNC(CO)CO",
  "charge": 0,
  "lumo_ev": 0.5,
  "species": ["O", "C", "N", "C", "C", "O", "C", "O", "H", "H", "H", "H", "H", "H", "H", "H", "H"],
  "xyz": [[-0.581, -1.069, 3.060], [-0.269, -0.531, 2.021], [-0.668, -0.973, 0.799], [-0.288, -0.247, -0.401], [-0.719, 1.237, -0.402], [-0.682, 1.678, -1.742], [1.217, -0.367, -0.660], [1.499, 0.071, -1.982], [0.467, 0.286, 1.998], [-1.314, -1.739, 0.711], [-0.767, -0.663, -1.274], [-1.754, 1.252, -0.066], [-0.067, 1.860, 0.215], [0.090, 1.261, -2.149], [1.722, 0.320, 0.024], [1.536, -1.402, -0.519], [2.444, 0.032, -2.148]]
}

***

y | {
  "formula": "C4H9NO3",
  "method": "ωB97M-V/def2-TZVPD",
  "homo_lumo_gap_ha": 0.376,
  "homo_ev": -9.877,
  "smiles": "C[C@@H](O)[C@H](N)C(=O)O",
  "charge": 0,
  "lumo_ev": 0.4,
  "species": ["C", "C", "O", "C", "N", "C", "O", "O", "H", "H", "H", "H", "H", "H", "H", "H", "H"],
  "xyz": [[2.440, -0.436, -0.462], [1.054, -0.559, 0.136], [1.091, -0.016, 1.432], [0.021, 0.245, -0.649], [0.266, 1.699, -0.591], [-1.401, -0.105, -0.084], [-2.108, 0.675, 0.506], [-1.876, -1.345, -0.309], [2.861, 0.511, -0.795], [3.208, -0.850, 0.206], [2.473, -1.037, -1.349], [0.785, -1.658, 0.207], [0.381, -0.310, 2.052], [0.083, 0.030, -1.727], [0.831, 1.720, 0.287], [-0.669, 2.099, -0.392], [-1.355, -1.783, -1.042]]
}

***

Most favorable structure: y. The second most favorable one is 0.185 eV above it.

***

w | {
  "formula": "C4H9NO3",
  "method": "ωB97M-V/def2-TZVPD",
  "homo_lumo_gap_ha": 0.396,
  "homo_ev": -9.883,
  "smiles": "C=NO[C@@](C)(O)OC",
  "charge": 0,
  "lumo_ev": 0.9,
  "species": ["C", "N", "O", "C", "C", "O", "O", "C", "H", "H", "H", "H", "H", "H", "H", "H", "H"],
  "xyz": [[0.328, -2.100, -0.277], [-0.004, -1.795, 0.909], [-0.468, -0.538, 1.207], [-0.558, 0.486, 0.212], [-1.779, 0.329, -0.691], [-0.704, 1.648, 0.949], [0.596, 0.482, -0.590], [1.829, 0.873, 0.097], [0.106, -1.636, -1.231], [0.738, -3.099, -0.382], [-2.619, 0.028, -0.093], [-1.980, 1.302, -1.135], [-1.585, -0.394, -1.496], [-0.312, 1.509, 1.821], [2.061, 0.192, 0.922], [2.602, 0.812, -0.668], [1.747, 1.901, 0.445]]
}

***

x | {
  "formula": "C4H9NO3",
  "method": "ωB97M-V/def2-TZVPD",
  "homo_lumo_gap_ha": 0.336,
  "homo_ev": -9.168,
  "charge": 0,
  "lumo_ev": 0.0,
  "species": ["C", "C", "O", "H", "H", "H", "H", "H", "H", "C", "N", "C", "O", "O", "H", "H", "H"],
  "xyz": [[-1.679, -0.542, -0.257], [-0.215, 0.452, -1.549], [-2.210, 0.313, 0.535], [-1.376, 0.763, 1.094], [-2.268, -0.810, -1.127], [-0.977, -1.281, 0.130], [0.811, 0.691, -1.816], [-0.404, -0.480, -2.081], [-0.891, 1.246, -1.855], [1.530, -0.267, 0.440], [1.203, -1.081, 1.483], [0.628, 0.963, 0.319], [2.441, -0.478, -0.339], [-0.183, 1.250, 1.270], [0.613, -0.707, 2.212], [1.837, -1.830, 1.708], [1.140, 1.796, -0.167]]
}

***

Most favorable structure: w. The second most favorable one is 0.722 eV above it.

***

w | {
  "formula": "C5H10O2",
  "method": "ωB97M-V/def2-TZVPD",
  "homo_lumo_gap_ha": 0.390,
  "homo_ev": -9.579,
  "smiles": "CCO[C@@H](C)C=O",
  "charge": 0,
  "lumo_ev": 1.0,
  "species": ["C", "C", "O", "C", "C", "C", "O", "H", "H", "H", "H", "H", "H", "H", "H", "H", "H"],
  "xyz": [[-0.594, 2.309, -0.584], [0.433, 1.208, -0.770], [0.456, 0.384, 0.392], [0.390, -1.006, 0.148], [0.773, -1.715, 1.436], [-1.039, -1.338, -0.251], [-1.359, -1.840, -1.301], [-0.375, 2.889, 0.318], [-0.592, 2.983, -1.447], [-1.598, 1.882, -0.485], [0.192, 0.617, -1.665], [1.439, 1.629, -0.908], [1.051, -1.307, -0.676], [0.795, -2.802, 1.302], [1.763, -1.371, 1.746], [0.059, -1.478, 2.232], [-1.794, -1.044, 0.513]]
}

***

x | {
  "formula": "C5H10O2",
  "method": "ωB97M-V/def2-TZVPD",
  "homo_lumo_gap_ha": 0.390,
  "homo_ev": -9.750,
  "smiles": "C=CCCO.C=O",
  "charge": 0,
  "lumo_ev": 0.9,
  "species": ["C", "C", "C", "C", "O", "H", "H", "H", "H", "H", "H", "H", "H", "C", "O", "H", "H"],
  "xyz": [[-0.637, 1.068, 0.957], [-0.060, 0.688, -0.177], [0.594, -0.651, -0.367], [2.094, -0.557, -0.107], [2.269, -0.206, 1.250], [-1.082, 2.051, 1.078], [-0.702, 0.391, 1.805], [-0.005, 1.384, -1.014], [0.174, -1.382, 0.335], [0.432, -1.037, -1.382], [2.573, -1.522, -0.329], [2.530, 0.197, -0.780], [3.133, 0.205, 1.356], [-2.825, -0.159, -0.655], [-3.659, 0.611, -0.255], [-2.449, -1.006, -0.047], [-2.377, -0.077, -1.668]]
}

***

y | {
  "formula": "C5H10O2",
  "method": "ωB97M-V/def2-TZVPD",
  "homo_lumo_gap_ha": 0.392,
  "homo_ev": -9.704,
  "smiles": "C[C@@H](O)CCC=O",
  "charge": 0,
  "lumo_ev": 1.0,
  "species": ["C", "C", "O", "C", "C", "C", "O", "H", "H", "H", "H", "H", "H", "H", "H", "H", "H"],
  "xyz": [[-2.210, -0.370, -0.259], [-0.711, -0.345, -0.531], [-0.342, 0.788, -1.308], [0.114, -0.410, 0.754], [1.621, -0.366, 0.479], [2.053, 0.985, -0.058], [1.918, 2.003, 0.583], [-2.507, -1.302, 0.236], [-2.497, 0.463, 0.395], [-2.765, -0.282, -1.197], [-0.448, -1.200, -1.167], [-0.548, 1.581, -0.791], [-0.144, 0.443, 1.397], [-0.145, -1.319, 1.311], [1.919, -1.167, -0.208], [2.162, -0.506, 1.422], [2.530, 1.005, -1.057]]
}

***

Most favorable structure: y. The second most favorable one is 0.481 eV above it.

***

w | {
  "formula": "C5H10O2",
  "method": "ωB97M-V/def2-TZVPD",
  "homo_lumo_gap_ha": 0.375,
  "homo_ev": -9.579,
  "charge": 0,
  "lumo_ev": 0.6,
  "species": ["C", "C", "C", "C", "C", "H", "H", "H", "H", "H", "H", "H", "H", "H", "H", "O", "O"],
  "xyz": [[-1.009, 1.287, -0.498], [0.152, 0.969, 0.570], [-0.123, -0.549, 0.650], [-0.412, -1.097, -0.743], [-1.585, -0.109, -0.567], [-0.655, 1.649, -1.469], [-1.844, 2.007, -0.226], [1.088, 1.209, 0.141], [-0.034, 1.467, 1.558], [0.490, -1.226, 1.317], [-0.746, -2.100, -0.632], [0.313, -0.986, -1.528], [-2.557, -0.236, -1.092], [4.005, -0.660, 0.220], [3.164, -0.300, -0.934], [-1.567, -0.544, 0.858], [3.396, 0.066, -0.087]]
}

***

x | {
  "formula": "C5H10O2",
  "method": "ωB97M-V/def2-TZVPD",
  "homo_lumo_gap_ha": 0.392,
  "homo_ev": -9.790,
  "smiles": "CC1(C)O[C@@]1(C)O",
  "charge": 0,
  "lumo_ev": 0.9,
  "species": ["C", "C", "C", "O", "C", "C", "O", "H", "H", "H", "H", "H", "H", "H", "H", "H", "H"],
  "xyz": [[0.767, 0.709, 1.371], [0.073, 0.561, 0.036], [0.504, 1.561, -1.009], [-1.357, 0.344, 0.159], [-0.579, -0.702, -0.366], [-0.477, -1.993, 0.413], [-0.836, -0.972, -1.707], [0.280, 0.100, 2.137], [0.720, 1.754, 1.699], [1.821, 0.421, 1.304], [0.233, 2.578, -0.703], [0.056, 1.353, -1.983], [1.592, 1.521, -1.129], [0.213, -1.914, 1.257], [-0.129, -2.786, -0.253], [-1.465, -2.270, 0.792], [-1.418, -0.265, -2.016]]
}

***

y | {
  "formula": "C5H10O2",
  "method": "ωB97M-V/def2-TZVPD",
  "homo_lumo_gap_ha": 0.386,
  "homo_ev": -9.571,
  "smiles": "COC1(OC)CC1",
  "charge": 0,
  "lumo_ev": 0.9,
  "species": ["C", "O", "C", "O", "C", "C", "C", "H", "H", "H", "H", "H", "H", "H", "H", "H", "H"],
  "xyz": [[0.234, 1.922, 0.041], [-0.346, 0.984, -0.873], [-0.447, -0.288, -0.316], [0.660, -1.169, -0.584], [1.955, -0.884, -0.010], [-1.802, -0.874, -0.641], [-1.387, -0.686, 0.821], [1.096, 1.616, 0.718], [-0.496, 2.422, 0.747], [0.657, 2.804, -0.557], [2.061, -0.936, 1.058], [2.734, -1.597, -0.530], [2.408, 0.039, -0.358], [-1.876, -1.849, -1.101], [-2.491, -0.051, -1.079], [-0.977, -1.573, 1.350], [-1.984, 0.121, 1.313]]
}

***

Most favorable structure: x. The second most favorable one is 1.241 eV above it.

***

w | {
  "formula": "C5H10O2",
  "method": "ωB97M-V/def2-TZVPD",
  "homo_lumo_gap_ha": 0.310,
  "homo_ev": -7.955,
  "smiles": "C/C=C/C=C/O.O",
  "charge": 0,
  "lumo_ev": 0.5,
  "species": ["C", "C", "C", "C", "C", "O", "H", "H", "H", "H", "H", "H", "H", "H", "O", "H", "H"],
  "xyz": [[-1.991, 1.996, 1.962], [-1.114, 1.301, 0.966], [-0.477, 0.155, 1.176], [0.329, -0.529, 0.142], [1.372, -1.259, 0.519], [2.213, -1.962, -0.298], [-1.652, 3.028, 2.067], [-3.027, 2.005, 1.609], [-1.908, 1.552, 2.943], [-1.067, 1.777, -0.009], [-0.616, -0.365, 2.113], [0.123, -0.332, -0.906], [1.647, -1.369, 1.556], [1.914, -1.848, -1.215], [-0.262, 0.152, -3.381], [0.407, 0.793, -3.668], [-0.046, -0.639, -3.889]]
}

***

x | {
  "formula": "C5H10O2",
  "method": "ωB97M-V/def2-TZVPD",
  "homo_lumo_gap_ha": 0.348,
  "homo_ev": -8.593,
  "smiles": "COCC/C=C/O",
  "charge": 0,
  "lumo_ev": 0.9,
  "species": ["C", "O", "C", "C", "C", "C", "O", "H", "H", "H", "H", "H", "H", "H", "H", "H", "H"],
  "xyz": [[-0.935, 1.773, -0.079], [-0.086, 1.341, 0.955], [1.194, 0.935, 0.514], [1.188, -0.151, -0.563], [0.414, -1.424, -0.317], [-0.752, -1.607, 0.301], [-1.371, -2.827, 0.201], [-1.253, 0.931, -0.717], [-0.462, 2.532, -0.723], [-1.824, 2.204, 0.390], [1.745, 1.811, 0.125], [1.724, 0.590, 1.407], [2.238, -0.397, -0.774], [0.818, 0.287, -1.501], [0.783, -2.296, -0.856], [-1.271, -0.837, 0.872], [-2.150, -2.867, 0.766]]
}

***

y | {
  "formula": "C5H10O2",
  "method": "ωB97M-V/def2-TZVPD",
  "homo_lumo_gap_ha": 0.301,
  "homo_ev": -7.960,
  "charge": 0,
  "lumo_ev": 0.2,
  "species": ["C", "O", "C", "C", "O", "C", "C", "H", "H", "H", "H", "H", "H", "H", "H", "H", "H"],
  "xyz": [[-2.103, -0.812, -0.725], [-1.403, -0.164, 0.301], [0.349, 0.719, -0.420], [0.687, 1.696, 0.664], [1.991, 1.106, 0.814], [1.660, 0.101, -0.171], [0.968, -1.090, 0.458], [-2.611, -0.078, -1.365], [-1.427, -1.412, -1.361], [-2.869, -1.479, -0.309], [-0.210, 0.866, -1.336], [0.074, 1.649, 1.570], [0.739, 2.733, 0.304], [2.427, -0.060, -0.936], [1.023, -1.981, -0.170], [1.298, -1.243, 1.487], [-0.446, -0.779, 0.548]]
}

***

z | {
  "formula": "C5H10O2",
  "method": "ωB97M-V/def2-TZVPD",
  "homo_lumo_gap_ha": [0.305, 0.283],
  "homo_ev": [-7.503, -7.260],
  "charge": 0,
  "lumo_ev": [0.8, 0.4],
  "species": ["O", "C", "C", "C", "C", "O", "C", "H", "H", "H", "H", "H", "H", "H", "H", "H", "H"],
  "xyz": [[2.117, 0.818, 0.320], [1.831, -0.445, -0.262], [0.341, -0.666, -0.336], [-0.568, 0.430, -0.336], [-1.916, 0.333, -1.142], [-2.740, 0.231, 0.028], [-1.593, 0.171, 0.783], [3.058, 0.998, 0.197], [2.337, -1.253, 0.292], [2.248, -0.467, -1.290], [0.573, -0.097, 2.057], [-0.018, -1.687, -0.444], [-0.079, 1.404, -0.346], [-1.972, -0.606, -1.691], [-2.160, 1.193, -1.773], [0.067, 0.299, 2.444], [-1.527, -0.659, 1.499]]
}

***

Most favorable structure: w. The second most favorable one is 0.190 eV above it.

***

w | {
  "formula": "C5H10O2",
  "method": "ωB97M-V/def2-TZVPD",
  "homo_lumo_gap_ha": [0.281, 0.288],
  "homo_ev": [-7.050, -7.150],
  "charge": 0,
  "lumo_ev": [0.6, 0.7],
  "species": ["O", "C", "C", "C", "C", "O", "C", "H", "H", "H", "H", "H", "H", "H", "H", "H", "H"],
  "xyz": [[2.219, 0.362, -0.354], [1.468, -0.514, 0.380], [0.051, -0.283, 0.481], [-0.505, 1.134, 0.672], [-1.824, 1.039, -0.105], [-1.436, 0.350, -1.289], [-0.534, -0.614, -0.937], [3.111, 0.008, -0.448], [0.801, -2.245, -0.364], [1.999, -1.123, 1.104], [-0.377, -0.957, 1.229], [-0.636, 1.392, 1.727], [0.155, 1.869, 0.200], [-2.259, 1.997, -0.400], [-2.571, 0.458, 0.455], [0.173, -0.741, -1.761], [0.002, -2.238, -0.620]]
}

***

x | {
  "formula": "C5H10O2",
  "method": "ωB97M-V/def2-TZVPD",
  "homo_lumo_gap_ha": 0.386,
  "homo_ev": -9.460,
  "charge": 0,
  "lumo_ev": 1.0,
  "species": ["C", "O", "C", "C", "O", "C", "C", "H", "H", "H", "H", "H", "H", "H", "H", "H", "H"],
  "xyz": [[1.510, 0.689, 0.833], [0.991, 0.788, -0.703], [0.198, -0.278, -1.157], [0.606, -1.497, -0.333], [-0.273, -1.033, 0.710], [-1.056, -0.321, -0.278], [-1.687, 0.968, 0.214], [1.394, -0.032, 1.713], [2.513, 0.616, 0.479], [1.134, 1.643, 1.179], [0.097, -0.355, -2.256], [1.660, -1.567, -0.034], [0.258, -2.460, -0.704], [-1.795, -1.025, -0.673], [-2.506, 1.269, -0.443], [-2.089, 0.815, 1.219], [-0.954, 1.779, 0.234]]
}

***

y | {
  "formula": "C5H10O2",
  "method": "ωB97M-V/def2-TZVPD",
  "homo_lumo_gap_ha": 0.415,
  "homo_ev": -10.139,
  "smiles": "C[C@@H]1OC[C@H](C)O1",
  "charge": 0,
  "lumo_ev": 1.2,
  "species": ["C", "C", "O", "C", "C", "C", "O", "H", "H", "H", "H", "H", "H", "H", "H", "H", "H"],
  "xyz": [[0.947, -2.381, 0.047], [0.611, -0.971, 0.410], [-0.682, -0.876, 0.947], [-0.910, 0.516, 0.969], [0.053, 1.066, -0.182], [-0.654, 1.907, -1.232], [0.605, -0.124, -0.710], [0.259, -2.734, -0.724], [1.974, -2.423, -0.323], [0.855, -3.006, 0.937], [1.321, -0.550, 1.150], [-1.993, 0.671, 0.847], [-0.628, 0.924, 1.953], [0.862, 1.648, 0.287], [-0.186, 2.876, -1.439], [-1.610, 2.076, -0.758], [-0.824, 1.382, -2.178]]
}

***

z | {
  "formula": "C5H10O2",
  "method": "ωB97M-V/def2-TZVPD",
  "homo_lumo_gap_ha": 0.344,
  "homo_ev": -8.457,
  "smiles": "CO[C@H]1C[C@H]1CO",
  "charge": 0,
  "lumo_ev": 0.9,
  "species": ["C", "O", "C", "C", "C", "C", "O", "H", "H", "H", "H", "H", "H", "H", "H", "H", "H"],
  "xyz": [[0.162, 0.514, -2.230], [0.576, 0.303, -0.895], [-0.383, 0.727, 0.041], [-1.481, -0.243, 0.343], [-0.136, 0.210, 1.389], [0.894, -0.864, 1.578], [2.145, -0.233, 1.417], [-0.033, 1.579, -2.427], [-0.750, -0.057, -2.459], [0.972, 0.176, -2.881], [-0.649, 1.779, -0.075], [-2.492, 0.169, 0.483], [-1.432, -1.205, -0.156], [-1.174, 0.038, 1.907], [0.882, -1.276, 2.593], [0.760, -1.702, 0.873], [2.142, 0.086, 0.499]]
}

***

Most favorable structure: y. The second most favorable one is 2.803 eV above it.